1.
Entry from the OMol25 dataset: a 2-piece molecular cluster, C4H6ClNS2 overall (ωB97M-V with the def2-TZVPD basis set).

```
! wB97M-V def2-TZVPD RIJCOSX def2/J DEFGRID3
* xyz 0 1
C 0.1384 0.3854 0.6313
C -2.2617 1.2024 -1.0396
C 1.8397 -1.8256 0.6959
C -0.5521 -0.5498 -0.1348
N 0.7456 1.0985 1.3277
S -2.1465 -0.5590 -0.7589
S 0.2517 -2.1255 -0.1649
Cl 2.5321 2.9995 0.6490
H -3.1196 1.3694 -1.5661
H -1.3533 1.5457 -1.6585
H -2.2260 1.7145 -0.0877
H 2.3476 -2.6834 0.3453
H 1.6545 -1.6723 1.7500
H 2.1495 -0.9000 0.0112
*
```

Values from the calculation:
- E_tot: -1467.1997 a.u.
- Energy above the lowest of the compared OMol25 structures with the same formula, charge and spin: 355.3 kJ/mol
- HOMO energy (alpha / beta): -0.285 / -0.348 Eh
- HOMO-LUMO gap (alpha / beta): 4.9972 / 8.0917 eV

***

2.
Entry from the OMol25 dataset: C21H16O6Se4Sn as an isolated structure (ωB97M-V with the def2-TZVPD basis set).

```
! wB97M-V def2-TZVPD RIJCOSX def2/J DEFGRID3
* xyz -2 1
Sn 0.8898 -2.1248 1.3391
O 1.4898 -0.0266 0.3965
C 0.7969 1.1706 0.7371
C -0.5136 0.7530 1.4869
O -1.2727 1.6614 1.8217
O -0.6648 -0.4854 1.7027
C 0.5148 1.9523 -0.5496
C 1.6009 2.2516 -1.3719
C 1.4240 2.9447 -2.5579
C 0.1553 3.3578 -2.9441
C -0.9283 3.0644 -2.1318
C -0.7527 2.3673 -0.9415
C 1.5971 2.0075 1.7317
C 2.5884 1.4268 2.5111
C 3.2769 2.1844 3.4493
C 2.9786 3.5262 3.6233
C 1.9816 4.1097 2.8506
C 1.2964 3.3552 1.9123
H 2.4241 0.1352 0.0934
H 2.5962 1.9285 -1.0839
H 2.2833 3.1564 -3.1830
H 0.0136 3.8989 -3.8731
H -1.9254 3.3758 -2.4224
H -1.5980 2.1528 -0.3041
H 2.8449 0.3834 2.3777
H 4.0616 1.7173 4.0320
H 3.5226 4.1174 4.3513
H 1.7368 5.1581 2.9786
H 0.5117 3.8050 1.3188
Se 4.8195 0.3474 -0.2928
Se 4.8108 -1.4104 1.2376
Se 4.4477 -3.3771 0.0276
Se 2.2778 -3.1840 -0.8465
O -1.9793 -2.4331 -2.6108
C -2.8820 -3.1796 -1.9331
C -4.0779 -3.5624 -2.5440
C -5.0060 -4.3359 -1.8695
C -4.7510 -4.7455 -0.5689
C -3.5611 -4.3670 0.0324
C -2.6147 -3.5839 -0.6189
C -1.3632 -3.2230 0.1471
O -1.1456 -3.7965 1.2319
O -0.5946 -2.3428 -0.3350
H -2.3236 -2.2510 -3.4908
H -4.2706 -3.2425 -3.5638
H -5.9276 -4.6176 -2.3654
H -5.4689 -5.3510 -0.0305
H -3.3192 -4.6689 1.0427
*
```

Values from the calculation:
- E_tot: -11081.5403 a.u.
- Energy above the lowest of the compared OMol25 structures with the same formula, charge and spin: 54.1 kJ/mol
- HOMO energy: -0.039 Eh
- HOMO-LUMO gap: 5.3187 eV

***

3.
Entry from the OMol25 dataset: a 8-piece molecular cluster, C72H152N8O8 overall (ωB97M-V with the def2-TZVPD basis set).

```
! wB97M-V def2-TZVPD RIJCOSX def2/J DEFGRID3
* xyz 0 1
C -4.7318 -2.4969 2.2663
C -4.1655 -2.7033 3.6832
C -5.3091 -2.3975 4.6562
C -5.1794 -2.8359 6.1272
C -4.7726 -4.3181 6.1652
C -3.6289 -4.7121 5.2548
N -3.7734 -4.1309 3.8969
O -2.8523 -4.6901 3.0071
C -2.3248 -4.1863 5.8514
C -3.6130 -6.2347 5.1612
C -2.9236 -1.8006 3.8208
H -5.4216 -1.6637 2.3682
H -5.0959 -3.4286 1.8395
H -3.9818 -2.0709 1.5946
H -5.4384 -1.3108 4.7190
H -6.2463 -2.7427 4.2142
H -6.1530 -2.7850 6.6120
H -4.4810 -2.1446 6.6034
H -5.6809 -4.7917 5.7830
H -4.6104 -4.4236 7.2396
H -1.7572 -4.9221 6.4295
H -1.5351 -3.8227 5.1853
H -2.5726 -3.3406 6.4963
H -3.4473 -6.7242 6.1235
H -4.5630 -6.5656 4.7393
H -2.7960 -6.6472 4.5668
H -2.9630 -0.8945 3.2143
H -1.9956 -2.3119 3.5389
H -2.6260 -1.4794 4.8254
H -2.0256 -4.2468 3.2838
C -5.3265 6.7283 -0.4872
C -4.6132 6.4983 -1.8329
C -3.3558 7.3423 -1.9183
C -2.1841 6.7767 -1.1752
C -1.9023 5.3659 -1.7395
C -3.1009 4.4189 -1.4912
N -4.2757 5.0924 -2.0960
O -5.4190 4.2558 -1.9446
C -2.8610 3.1772 -2.3709
C -3.2808 4.0218 -0.0214
C -5.6121 6.8892 -2.9798
H -4.6935 6.5704 0.3843
H -6.2130 6.1031 -0.3681
H -5.7140 7.7487 -0.4250
H -3.1743 7.6814 -2.9397
H -3.6309 8.2637 -1.3871
H -2.3148 6.8357 -0.0951
H -1.2745 7.3338 -1.4181
H -1.0573 4.9959 -1.1522
H -1.6966 5.4342 -2.8056
H -3.4145 2.3549 -1.9136
H -3.1520 3.3124 -3.4097
H -1.7936 2.9465 -2.3203
H -2.3368 3.8390 0.4945
H -3.8757 4.7593 0.5108
H -3.8699 3.1048 0.0486
H -6.6085 6.6121 -2.6373
H -5.4002 6.5728 -4.0005
H -5.6214 7.9805 -3.0825
H -5.6754 4.1421 -2.8671
C 2.8614 1.0423 -0.6617
C 1.4898 0.9671 -1.3513
C 1.4182 -0.2372 -2.2708
C 1.2591 -1.5509 -1.5602
C -0.1445 -1.4837 -0.8705
C -0.3403 -0.2471 0.0610
N 0.3504 0.9571 -0.4381
O 0.2864 2.0619 0.4031
C -1.8583 0.0059 0.0711
C 0.1567 -0.5660 1.4877
C 1.3165 2.2122 -2.2716
H 3.0237 1.8773 0.0205
H 3.7303 1.0023 -1.3209
H 2.9437 0.1466 -0.0346
H 0.6100 -0.1597 -3.0045
H 2.3187 -0.2447 -2.8965
H 1.9282 -1.6965 -0.7112
H 1.2443 -2.3929 -2.2495
H -0.1401 -2.3671 -0.2298
H -0.9693 -1.5001 -1.5811
H -2.4596 -0.9008 0.0280
H -2.0861 0.6316 0.9404
H -2.1524 0.6477 -0.7647
H -0.2287 -1.5702 1.6979
H 1.2338 -0.5948 1.6234
H -0.2034 0.0640 2.3038
H 2.0823 2.2803 -3.0452
H 1.2782 3.1727 -1.7510
H 0.3253 2.1779 -2.7328
H -0.5205 2.5369 0.1580
C 7.5654 2.8161 -8.6855
C 7.0432 2.9254 -7.2283
C 6.2980 4.2746 -7.1264
C 5.6349 4.3793 -5.7694
C 4.6707 3.2016 -5.6786
C 5.2957 1.7899 -5.7159
N 6.0987 1.8244 -6.9789
O 6.6933 0.5735 -7.3034
C 5.9944 1.6379 -4.3394
C 4.1892 0.7346 -5.9871
C 8.3386 2.8519 -6.3812
H 8.2017 1.9662 -8.8911
H 7.8745 3.8063 -9.0282
H 6.6382 2.8118 -9.2804
H 6.8979 5.1681 -7.3171
H 5.5721 4.2985 -7.9445
H 5.1534 5.3484 -5.6306
H 6.3783 4.3127 -4.9701
H 3.9260 3.3531 -6.4678
H 4.0336 3.2332 -4.7862
H 6.3761 2.5020 -3.8020
H 5.2767 1.2245 -3.6155
H 6.6783 0.7834 -4.3384
H 3.6127 0.5119 -5.0933
H 3.5885 1.1001 -6.8233
H 4.5886 -0.1750 -6.4328
H 8.9143 1.9504 -6.5805
H 8.0065 2.9123 -5.3426
H 9.0092 3.6839 -6.5987
H 5.9498 0.1095 -7.6953
C 0.7566 -0.5188 6.0555
C 1.6296 -1.7367 6.3985
C 0.9187 -3.0133 5.8641
C 1.0389 -3.1848 4.3382
C 2.4604 -3.0404 3.7824
C 3.2716 -1.8461 4.3751
N 2.9699 -1.6329 5.7726
O 3.8053 -0.7130 6.4642
C 4.7692 -2.2113 4.1950
C 3.0095 -0.5958 3.5124
C 1.7713 -1.9226 7.9089
H 0.2780 -0.6279 5.0771
H 1.3065 0.4225 6.0501
H -0.1299 -0.3634 6.6802
H 1.3346 -3.8715 6.3928
H -0.1358 -2.8371 6.0861
H 0.4911 -2.3407 3.9061
H 0.4785 -4.0976 4.1337
H 2.1999 -2.8714 2.7360
H 3.0276 -3.9617 3.9158
H 5.0008 -2.4462 3.1585
H 5.4160 -1.3913 4.5105
H 4.9869 -3.0424 4.8686
H 1.9409 -0.3919 3.4742
H 3.5660 0.2029 4.0106
H 3.3403 -0.5832 2.4719
H 0.8304 -2.2738 8.3469
H 1.9842 -1.0316 8.4996
H 2.4250 -2.7666 8.1481
H 4.0132 -1.2593 7.2322
C -0.6951 -8.2733 2.5096
C 0.3574 -7.9252 1.4461
C 0.5938 -9.0920 0.5013
C -0.5024 -9.2663 -0.5509
C -0.6607 -7.9077 -1.2723
C -0.9517 -6.7402 -0.3483
N 0.0994 -6.6724 0.6997
O 0.0555 -5.5564 1.5560
C -0.8515 -5.4722 -1.2137
C -2.4165 -6.8469 0.1954
C 1.7230 -7.7979 2.1867
H -0.2457 -8.9147 3.2706
H -1.5300 -8.8244 2.0771
H -1.0976 -7.4230 3.0625
H 1.5795 -9.0958 0.0449
H 0.3604 -9.9918 1.0823
H -1.4453 -9.6790 -0.1688
H -0.2440 -10.1080 -1.2016
H -1.4853 -8.0430 -1.9750
H 0.3080 -7.9378 -1.7769
H -1.7498 -5.4152 -1.8281
H -0.8892 -4.5763 -0.5879
H 0.1213 -5.4645 -1.7003
H -3.1510 -7.2738 -0.4881
H -2.5515 -7.4127 1.1168
H -2.8163 -5.8869 0.5418
H 1.7933 -7.0418 2.9729
H 2.5385 -7.6268 1.4863
H 1.8653 -8.7171 2.7599
H -0.8922 -5.4680 1.7388
C -6.8356 -0.7097 0.3098
C -6.6783 -0.8855 -1.2401
C -6.0347 0.3990 -1.8048
C -5.5182 0.0895 -3.2146
C -4.5078 -1.0412 -3.1399
C -5.1142 -2.3573 -2.5992
N -5.8708 -2.0995 -1.3690
O -6.5234 -3.2311 -0.8783
C -5.9087 -3.0233 -3.7135
C -3.9378 -3.3134 -2.3306
C -8.1158 -1.0291 -1.8017
H -7.4224 -1.5341 0.6955
H -7.2647 0.2871 0.4624
H -5.8603 -0.5368 0.7625
H -6.6831 1.2701 -1.8229
H -5.1590 0.5423 -1.1622
H -5.1110 1.0241 -3.6055
H -6.3769 -0.2198 -3.8162
H -3.7009 -0.7236 -2.4732
H -4.0785 -1.2024 -4.1293
H -6.4278 -3.9351 -3.4006
H -6.7709 -2.4586 -4.0846
H -5.3168 -3.2721 -4.5939
H -4.2811 -4.1542 -1.7186
H -3.5660 -3.7815 -3.2433
H -3.0507 -2.9419 -1.8109
H -8.0268 -1.6007 -2.7294
H -8.5925 -0.0700 -1.9879
H -8.7553 -1.6850 -1.2097
H -6.0559 -3.4517 -0.0641
C 7.2639 6.5067 -1.0559
C 5.8639 6.6652 -0.4617
C 4.8699 6.4431 -1.6002
C 3.4549 6.3055 -1.0858
C 3.3923 5.2354 -0.0134
C 4.2714 5.5206 1.2062
N 5.6471 5.6254 0.6057
O 6.6082 5.8148 1.6266
C 3.7794 6.7479 1.9904
C 4.3010 4.3228 2.1431
C 5.7072 8.0853 0.0888
H 7.5158 7.3433 -1.6982
H 7.3242 5.5623 -1.6117
H 7.9894 6.2385 -0.2839
H 4.9553 7.2715 -2.3119
H 5.1866 5.5886 -2.2034
H 2.8745 6.0172 -1.9744
H 2.9177 7.2389 -0.9015
H 3.6937 4.2493 -0.3662
H 2.3550 5.2195 0.3370
H 3.0599 6.3691 2.7171
H 4.5672 7.2601 2.5382
H 3.2823 7.4295 1.3034
H 5.1686 4.3867 2.8064
H 3.4269 3.9542 2.6758
H 4.6576 3.4080 1.6403
H 4.7081 8.5008 -0.0532
H 6.2730 8.8434 -0.4740
H 6.1120 8.3037 1.0772
H 7.2052 5.0694 1.5079
*
```

Values from the calculation:
- E_tot: -3874.0142 a.u.
- Structure (SMILES): CC1(C)CCCC(C)(C)N1O.CC1(C)CCCC(C)(C)N1O.CC1(C)CCCC(C)(C)N1O.CC1(C)CCCC(C)(C)N1O.CC1(C)CCCC(C)(C)N1O.CC1(C)CCCC(C)(C)N1O.CC1(C)CCCC(C)(C)N1O.CC1(C)CCCC(C)(C)N1O
- Energy above the lowest of the compared OMol25 structures with the same formula, charge and spin: 485.3 kJ/mol
- HOMO energy: -0.291 Eh
- HOMO-LUMO gap: 8.4215 eV

***

4.
Entry from the OMol25 dataset: C17H18BCeN7O3S as an isolated structure (ωB97M-V with the def2-TZVPD basis set).

```
! wB97M-V def2-TZVPD RIJCOSX def2/J DEFGRID3
* xyz 2 1
H 0.0626 2.8327 0.4569
N 0.4352 1.6178 -1.2473
B 0.9098 0.7407 -3.5594
N 0.8793 1.9055 -2.5366
C 1.1301 3.2185 -2.6463
Ce -0.1859 -0.3701 -0.2359
H 1.4925 3.6206 -3.5813
C 0.8254 3.8392 -1.4339
H 0.8568 4.8849 -1.1958
C 0.4012 2.8103 -0.5751
H 1.2464 1.1158 -4.6391
C -2.0457 -2.5739 0.0599
H -1.9666 -2.7838 1.1303
H -1.0753 -2.7246 -0.4456
H -2.7533 -3.3033 -0.3695
N -0.5217 0.0972 -3.6520
N 1.8526 -0.3438 -2.9731
N -1.1807 -0.4315 -2.5375
N 1.5200 -1.0267 -1.8078
C -1.2874 -0.0433 -4.7419
C 2.9911 -0.8344 -3.4875
H -0.9347 0.3124 -5.6974
H 3.4092 -0.3891 -4.3840
C -2.4716 -0.6625 -4.3643
C 3.4014 -1.9101 -2.7003
C -2.3591 -0.9132 -2.9927
C 2.4487 -2.0116 -1.6719
H -3.3071 -0.8988 -4.9901
H 4.2485 -2.5426 -2.8675
H -3.0567 -1.4107 -2.3339
H 2.3714 -2.7541 -0.8820
H -2.4535 -1.5468 -0.1026
O -0.9725 2.9720 3.1994
S 0.1553 2.0858 3.3286
O 1.4800 2.6163 3.5082
N 0.1364 0.9150 2.0374
C 0.1508 -0.3252 2.5317
O 0.4986 -1.3111 1.7484
C -0.2729 -0.4209 3.9412
C -0.6403 -1.5505 4.6902
C -0.9201 -1.3960 6.0498
C -0.7708 -0.1304 6.6600
C -0.4115 1.0082 5.8976
C -0.2028 0.8222 4.5263
H -0.6804 -2.5108 4.1765
H -1.2230 -2.2634 6.6447
H -0.9334 -0.0367 7.7357
H -0.2763 2.0046 6.3294
*
```

Values from the calculation:
- E_tot: -2165.2933 a.u.
- Energy above the lowest of the compared OMol25 structures with the same formula, charge and spin: 0.0 kJ/mol
- HOMO energy: -0.562 Eh
- HOMO-LUMO gap: 5.3631 eV

***

5.
Entry from the OMol25 dataset: C2H13MnN2O3S as an isolated structure (ωB97M-V with the def2-TZVPD basis set).

```
! wB97M-V def2-TZVPD RIJCOSX def2/J DEFGRID3
* xyz -1 6
C 2.6878 1.2939 -0.5518
Mn -1.9394 0.3796 -1.0699
N -1.8517 -1.8138 -0.6737
N -0.4890 0.3485 -2.7947
H -2.5200 -2.0071 0.0717
H 3.0417 0.2714 -0.6183
H 2.9494 1.7264 0.4190
H 1.5952 1.2799 -0.6428
H 3.1270 1.9062 -1.3428
H -0.8934 0.4595 -3.7280
H -0.0077 -0.5581 -2.7976
H 0.2499 1.0513 -2.7163
H -1.9666 -2.5049 -1.4164
H -0.9550 -1.9780 -0.2122
C 0.4510 -0.1958 2.5767
S -1.2091 0.2061 2.0222
O -1.9615 -1.0479 1.8905
O -1.7671 1.2170 2.8964
O -0.8960 0.7969 0.6358
H 0.4242 -0.4228 3.6481
H 1.1079 0.6613 2.3779
H 0.8224 -1.0694 2.0264
*
```

Values from the calculation:
- E_tot: -1968.3756 a.u.
- Expectation value of S²: 8.80
- Energy above the lowest of the compared OMol25 structures with the same formula, charge and spin: 0.0 kJ/mol
- HOMO energy (alpha / beta): -0.001 / -0.008 Eh
- HOMO-LUMO gap (alpha / beta): 3.1781 / 3.2680 eV

***

6.
Entry from the OMol25 dataset: C10H10N2 as an isolated structure (ωB97M-V with the def2-TZVPD basis set).

```
! wB97M-V def2-TZVPD RIJCOSX def2/J DEFGRID3
* xyz 0 1
C -2.8540 -0.7207 -0.0609
C 0.4915 0.6600 -2.3830
C -0.5420 -0.0759 -2.0567
C 1.6846 -0.0707 -0.0829
C -0.1595 -1.3009 1.4958
C 1.3665 -0.1961 -1.5807
C 0.1223 -1.0729 -1.1956
C -0.7731 0.0145 1.1953
C -2.0528 0.2164 0.5986
C 0.2696 -0.6050 0.2466
N -3.5333 -1.3954 -0.6798
N -2.5544 1.4909 0.5516
H 0.6694 1.5311 -3.0544
H 2.3900 -0.8873 0.1698
H 2.0959 0.9018 0.2814
H 0.4328 -1.2500 2.4638
H -0.8174 -2.1852 1.4732
H 1.9733 -0.7811 -2.2682
H 0.0866 -2.0389 -1.4930
H -0.3963 0.9400 1.6945
H -2.0927 2.2633 0.9167
H -3.5331 1.5547 0.3442
*
```

Values from the calculation:
- E_tot: -496.2891 a.u.
- Energy above the lowest of the compared OMol25 structures with the same formula, charge and spin: 808.6 kJ/mol
- HOMO energy (alpha / beta): -0.291 / -0.242 Eh
- HOMO-LUMO gap (alpha / beta): 8.3257 / 6.7300 eV

***

7.
Entry from the OMol25 dataset: AsF6H24O12 as an isolated structure (ωB97M-V with the def2-TZVPD basis set).

```
! wB97M-V def2-TZVPD RIJCOSX def2/J DEFGRID3
* xyz -1 1
As -0.0334 0.1654 -0.0765
F 1.7047 0.1723 -0.1504
F -0.2072 0.1778 -1.7855
F -1.7624 0.1676 0.0403
F 0.1246 0.2380 1.6460
F 0.0000 1.8994 -0.0738
F -0.0206 -1.5552 0.0275
O -3.3505 -0.5162 2.4400
H -3.1482 -0.2202 1.5454
H -3.1228 0.2354 2.9936
O 1.1008 -4.5720 0.3899
H 1.2199 -3.8709 1.0363
H 1.9661 -4.6713 -0.0156
O 2.3623 -1.7062 2.8166
H 1.9543 -1.2989 2.0437
H 1.7265 -2.3700 3.1000
O 3.8955 1.3336 1.3142
H 3.4586 2.1480 1.5954
H 3.1611 0.8496 0.9253
O -0.5113 4.1854 -1.6989
H 0.3497 4.3886 -1.3246
H -0.8143 3.4276 -1.1859
O -2.5941 -3.0249 -0.5382
H -1.8537 -2.5673 -0.1198
H -3.0949 -3.3969 0.1917
O 2.2586 3.5272 2.1627
H 1.3551 3.4436 1.8429
H 2.2733 4.3234 2.6985
O -2.0445 -1.6939 -3.0298
H -1.8583 -0.8272 -2.6550
H -1.9312 -2.2925 -2.2804
O 0.2708 0.0332 4.5431
H 1.1762 -0.2657 4.6728
H 0.1477 -0.0617 3.5921
O 2.9412 1.1505 -2.5778
H 2.6214 0.8102 -1.7357
H 2.1525 1.2099 -3.1337
O 0.7507 0.8856 -4.5129
H -0.0814 1.3315 -4.3287
H 0.5971 -0.0254 -4.2405
O -4.5587 -0.0532 -1.9356
H -4.9209 -0.7676 -2.4660
H -3.6604 -0.3468 -1.7525
*
```

Values from the calculation:
- E_tot: -3752.5096 a.u.
- Energy above the lowest of the compared OMol25 structures with the same formula, charge and spin: 46.2 kJ/mol
- HOMO energy: -0.293 Eh
- HOMO-LUMO gap: 10.3988 eV

***

8.
Entry from the OMol25 dataset: C5H12O in the gas phase (ωB97M-V with the def2-TZVPD basis set).

```
! wB97M-V def2-TZVPD RIJCOSX def2/J DEFGRID3
* xyz 0 1
C -1.2022 1.5525 0.2099
O -1.0820 1.4918 1.6359
C -0.8652 0.1729 -0.3805
C 0.5792 -0.2543 0.0300
C 1.4124 -0.3688 -1.2437
C 0.5553 -1.5763 0.7631
H -0.4385 2.2459 -0.1401
H -2.2236 1.8227 -0.0398
H -1.9090 1.6134 2.0983
H -0.8188 0.3291 -1.4544
H -1.6938 -0.4955 -0.1419
H 0.9111 0.5528 0.6811
H 1.7715 0.6144 -1.5859
H 2.3728 -0.8912 -1.2228
H 0.8306 -0.8474 -2.0253
H 0.1017 -2.4155 0.2202
H 0.1511 -1.5267 1.7733
H 1.5473 -2.0195 0.8226
*
```

Values from the calculation:
- E_tot: -272.9177 a.u.
- Structure (SMILES): CC(C)CCO
- Energy above the lowest of the compared OMol25 structures with the same formula, charge and spin: 81.4 kJ/mol
- HOMO energy: -0.371 Eh
- HOMO-LUMO gap: 11.0964 eV